A single C2H7NO2 molecule at a distorted geometry. Source: OMol25; level of theory: the ωB97M-V functional and the def2-TZVPD basis.

As for the total charge: 0. The spin multiplicity is 1. The energy above the lowest of the compared OMol25 structures with the same formula, charge and spin comes out at 203.6 kJ/mol. As for the frontier orbital gap: 10.68 eV. The value obtained for the LUMO energy is 0.9 eV. Its SMILES is N[C@H](O)CO.

```
12
Properties=species:S:1:pos:R:3:forces:R:3
N 1.1288 0.7831 -0.4781 0.11 -0.07 0.04
C 0.5528 -0.2846 0.3346 -0.35 0.93 1.92
O 0.5724 -1.4610 -0.3592 -2.73 -0.40 -1.62
C -0.8840 0.0858 0.6448 -1.44 -1.07 -2.93
O -1.5941 -0.2785 -0.7197 0.45 1.09 2.05
H 1.9826 0.4427 -0.9053 -0.01 0.07 0.05
H 1.3407 1.6070 0.0726 0.08 -0.02 -0.01
H 0.9329 -0.3614 1.4055 0.73 -0.32 -1.25
H -0.4273 -1.3764 -0.8977 3.26 -0.28 1.83
H -1.0522 1.1274 0.9330 -0.07 -0.22 -0.26
H -1.3397 -0.6293 1.3258 0.02 0.19 0.08
H -1.2130 0.3453 -1.3564 -0.04 0.11 0.10
```
Forces are in eV/Å.